Here is a 3-piece molecular cluster, C36H70Cl2F2N2O14S overall in a non-equilibrium geometry from the OMol25 dataset. Energies are from ωB97M-V/def2-TZVPD.

Summary:
Total charge: 0
LUMO: -0.81 eV
SMILES string: COCCCCCCCCCCC(F)(F)O[C@@](N(C(C)=O)C(C)=O)([C@](O)(C[C@@H](C)Cl)NCC(=O)Cl)S(C)(=O)=O.COCCOCCOC.COCCOCCOC
HOMO: -0.33260 hartree

Each line ends with the Löwdin charge.
CARTESIAN COORDINATES (ANGSTROEM)
C 5.5399 0.8230 -0.4835  -0.131
O 6.2911 -0.4271 -0.6896  -0.267
C 5.3859 -1.5858 -0.6146  -0.226
C 4.3697 -1.5712 -1.9114  -0.176
C 4.1756 -3.1118 -2.4994  -0.201
C 2.6243 -3.5669 -2.1733  -0.223
C 2.4121 -3.7819 -0.5380  -0.199
C 0.8112 -3.5239 -0.2538  -0.228
C -0.0352 -4.9510 -0.3025  -0.219
C -1.5815 -4.5910 0.1557  -0.223
C -2.4317 -4.1431 -1.1719  -0.193
C -3.6284 -3.1369 -0.6715  -0.083
C -4.5951 -2.5985 -1.9319  -0.327
F -4.5573 -3.6616 -2.9324  0.037
F -3.7891 -1.4588 -2.5157  -0.029
O -5.7957 -2.1297 -1.3653  -0.047
C -7.0794 -2.3788 -1.9740  -0.288
N -7.4565 -3.7849 -2.2855  0.004
C -7.8027 -4.1748 -3.6578  -0.245
C -9.3373 -4.1402 -4.3264  -0.018
O -6.8675 -4.6860 -4.5078  0.008
C -7.1397 -4.8463 -1.3142  -0.228
C -8.4332 -5.5599 -0.5235  -0.017
O -5.9521 -5.3413 -0.9334  0.009
C -8.2758 -1.8943 -0.9094  -0.337
O -9.5043 -2.5097 -1.5626  -0.085
C -8.7046 -0.3227 -0.9200  -0.145
C -7.9394 0.7266 0.0336  -0.661
C -8.7556 0.8030 1.4927  -0.152
Cl -6.1498 0.5753 0.3207  0.625
N -8.3308 -2.3888 0.4353  0.014
C -7.3129 -2.8513 1.3190  -0.167
C -6.8892 -1.8997 2.6297  -0.533
O -5.6236 -1.4355 2.8193  -0.124
Cl -8.0870 -1.4551 4.0077  0.533
S -7.0213 -1.2689 -3.5351  0.834
C -6.3489 0.4802 -3.1531  -0.137
O -6.0614 -1.7637 -4.6350  -0.335
O -8.4047 -1.0675 -4.1943  -0.386
H 6.3101 1.6829 -0.2437  0.099
H 4.8075 0.7371 0.4364  0.093
H 4.9769 1.1431 -1.4767  0.106
H 4.8250 -1.5865 0.4231  0.118
H 6.0786 -2.5569 -0.6520  0.136
H 4.8717 -0.8996 -2.7351  0.118
H 3.3393 -1.0902 -1.5511  0.125
H 4.8849 -3.8936 -1.9689  0.113
H 4.2888 -3.1051 -3.6702  0.109
H 2.3278 -4.5803 -2.6800  0.110
H 1.8869 -2.7142 -2.5377  0.110
H 2.6447 -4.8933 -0.1973  0.117
H 3.0470 -3.0309 0.0996  0.093
H 0.6675 -3.0642 0.8195  0.111
H 0.2921 -2.8165 -1.0552  0.108
H 0.4523 -5.6787 0.5023  0.113
H -0.0044 -5.4415 -1.3845  0.124
H -2.0645 -5.5953 0.5826  0.122
H -1.5914 -3.7732 0.9956  0.111
H -2.9105 -5.1301 -1.6186  0.130
H -1.8013 -3.5353 -1.9735  0.129
H -4.2542 -3.6766 0.1671  0.111
H -3.1894 -2.1539 -0.1555  0.146
H -10.1667 -4.1715 -3.4940  0.081
H -9.4633 -3.2794 -5.1088  0.093
H -9.4068 -5.1603 -4.9426  0.102
H -8.0508 -5.8954 0.5561  0.101
H -9.3765 -4.8721 -0.4769  0.077
H -8.6830 -6.5229 -1.1434  0.097
H -9.9316 -1.8240 -2.1555  0.110
H -8.8724 0.1753 -1.9650  0.106
H -9.8204 -0.3527 -0.4724  0.149
H -8.1240 1.8103 -0.4374  0.118
H -8.0368 1.2134 2.3182  0.079
H -9.6246 1.5876 1.3452  0.094
H -9.2323 -0.2405 1.7173  0.041
H -9.3099 -2.4261 0.7911  0.162
H -7.7220 -3.8385 1.8659  0.144
H -6.2610 -3.2253 0.8983  0.136
H -5.9301 0.8982 -4.1904  0.115
H -5.4434 0.4758 -2.4191  0.053
H -7.1809 1.2314 -2.8244  0.073
C 3.4832 7.5962 -0.1064  -0.110
O 4.4029 7.1446 -1.0868  -0.211
C 4.9391 8.2064 -1.8751  -0.190
C 6.3820 7.8975 -2.2830  -0.171
O 7.3307 8.0417 -1.2172  -0.132
C 7.2780 7.0506 -0.1816  -0.169
C 7.7593 5.6658 -0.6243  -0.188
O 6.7692 5.0212 -1.4267  -0.216
C 7.3312 4.1889 -2.4303  -0.110
H 2.5632 7.9447 -0.5818  0.086
H 3.2487 6.7568 0.5540  0.087
H 3.9232 8.3922 0.5038  0.086
H 4.9166 9.1580 -1.3228  0.126
H 4.3145 8.2980 -2.7706  0.124
H 6.6804 8.6313 -3.0398  0.126
H 6.4704 6.9185 -2.7550  0.113
H 6.2883 7.0139 0.2761  0.113
H 7.9625 7.4088 0.5951  0.126
H 7.9243 5.0364 0.2565  0.120
H 8.7044 5.7683 -1.1697  0.125
H 8.0378 4.7546 -3.0485  0.087
H 6.5247 3.8342 -3.0726  0.089
H 7.8318 3.3323 -1.9725  0.083
C 5.7756 0.2754 7.5061  -0.111
O 5.7976 1.3545 6.5864  -0.210
C 6.8252 2.3033 6.8690  -0.191
C 7.3612 2.9174 5.5731  -0.171
O 8.2070 2.0379 4.8197  -0.132
C 7.5598 0.9313 4.1760  -0.165
C 6.6725 1.3343 2.9947  -0.188
O 5.4488 1.9079 3.4566  -0.203
C 4.9551 2.9200 2.5920  -0.102
H 5.4337 0.6190 8.4854  0.086
H 5.0806 -0.4801 7.1296  0.089
H 6.7648 -0.1878 7.5878  0.086
H 7.6566 1.8333 7.4159  0.125
H 6.3845 3.0879 7.4940  0.124
H 7.9943 3.7697 5.8433  0.125
H 6.5600 3.3172 4.9508  0.113
H 7.0243 0.3152 4.8998  0.115
H 8.3728 0.3096 3.7853  0.127
H 6.4146 0.4450 2.4101  0.116
H 7.2197 2.0347 2.3533  0.122
H 5.7174 3.6899 2.4256  0.086
H 4.0952 3.3898 3.0702  0.090
H 4.6451 2.4836 1.6394  0.060


Here is a 2-piece molecular cluster, C2H7NS2 overall in a non-equilibrium geometry from the OMol25 dataset. Energies are from ωB97M-V/def2-TZVPD.

Summary:
Total charge: 0
Energy above the lowest of the compared OMol25 structures with the same formula, charge and spin: 0.0 kJ/mol
LUMO (alpha / beta): 0.80 / -2.26 eV
HOMO (alpha / beta): -0.29924 / -0.31764 hartree
Spin multiplicity: 3

Each line ends with the Löwdin spin population.
CARTESIAN COORDINATES (ANGSTROEM)
C -1.1366 -0.7398 0.2878  0.009
C -0.9283 0.3091 -0.8025  0.085
N 2.1181 0.4681 0.5905  0.418
S -0.0911 1.7039 -0.1072  0.733
S 2.6254 -0.9101 -0.0314  0.695
H -1.4838 -0.2206 1.1069  0.001
H -1.9864 -1.4307 0.0439  -0.001
H -0.3891 -1.4203 0.4243  0.007
H -1.8368 0.6374 -1.2596  0.026
H -0.3369 -0.1354 -1.6042  0.010
H 1.8662 1.3335 -0.0936  0.010
H 1.5792 0.4050 1.4451  0.007


Here is C33H28BrCsN7O2S as an isolated structure from the OMol25 dataset. Energies are from ωB97M-V/def2-TZVPD.

Summary:
Total charge: -1
Energy above the lowest of the compared OMol25 structures with the same formula, charge and spin: 116.5 kJ/mol
LUMO: 2.06 eV
HOMO: -0.19799 hartree

Each line ends with the Löwdin charge.
CARTESIAN COORDINATES (ANGSTROEM)
Cs 0.4645 -0.1111 0.1346  0.931
O 2.5595 -5.6315 -0.9088  0.037
C 2.9689 -4.9621 -2.0197  -0.281
C 3.4164 -5.7099 -3.1022  -0.032
C 3.8689 -5.0709 -4.2463  -0.112
C 3.8944 -3.6850 -4.3047  -0.107
C 3.4350 -2.9467 -3.2217  -0.037
C 2.9454 -3.5617 -2.0813  -0.095
C 2.3373 -2.7326 -0.9464  -0.546
O 2.4024 -1.4212 -1.0884  -0.483
N 3.0345 -3.2064 0.3338  -0.033
N 2.3590 -2.7760 1.4322  -0.004
C 3.0205 -2.4202 2.4570  -0.223
C 2.3856 -2.0154 3.6988  -0.634
Br 0.4987 -2.0083 3.7138  0.807
C 3.1194 -1.7115 4.7753  -0.107
C 2.6876 -1.2947 6.1158  -0.241
C 1.6789 -0.3552 6.3308  -0.066
C 1.3241 0.0144 7.6193  -0.081
C 1.9676 -0.5439 8.7139  -0.100
C 2.9841 -1.4672 8.5125  -0.095
C 3.3458 -1.8303 7.2262  -0.047
H 2.6129 -4.9988 -0.1671  0.071
H 3.4091 -6.7900 -3.0227  0.108
H 4.2132 -5.6597 -5.0882  0.092
H 4.2629 -3.1825 -5.1907  0.089
H 3.4416 -1.8645 -3.2287  0.095
H 1.3102 -3.1321 -0.7574  0.140
H 3.9962 -2.8590 0.3208  0.133
H 4.1146 -2.4039 2.4729  0.124
H 4.1925 -1.8286 4.6496  0.115
H 1.1798 0.0959 5.4849  0.088
H 0.5414 0.7475 7.7670  0.103
H 1.6845 -0.2551 9.7180  0.096
H 3.4975 -1.9036 9.3601  0.097
H 4.1418 -2.5491 7.0703  0.110
C -3.5042 1.6989 -3.6965  -0.026
C -2.3825 1.0466 -2.9302  -0.259
N -2.4757 0.6634 -1.7172  0.094
N -3.6193 1.0048 -1.0493  -0.034
C -3.9094 0.4202 0.1450  -0.940
N -4.7077 1.1749 0.9485  0.094
S -3.4510 -1.1176 0.5227  0.588
C -1.0703 0.8225 -3.5910  -0.226
C -0.7753 1.4243 -4.8114  -0.028
C 0.4814 1.2375 -5.3680  -0.073
C 1.4026 0.4647 -4.6902  -0.050
C 1.0264 -0.0986 -3.4736  -0.121
N -0.1782 0.0671 -2.9394  0.071
H -4.4621 1.3634 -3.2997  0.081
H -3.4534 1.4218 -4.7477  0.075
H -3.4756 2.7872 -3.6293  0.071
H -3.9796 1.9381 -1.2142  0.125
H -4.5567 2.1747 0.9368  0.069
H -4.8674 0.7646 1.8530  0.081
H -1.5070 2.0400 -5.3153  0.098
H 0.7319 1.6992 -6.3152  0.103
H 2.3989 0.2981 -5.0772  0.102
H 1.7099 -0.6953 -2.8723  0.062
N -7.0711 7.1276 -1.5215  0.130
C -6.1561 6.5028 -1.2076  -0.211
C -5.0247 5.7303 -0.8191  -0.258
C -4.8316 5.3740 0.5183  -0.041
C -3.7345 4.6233 0.8875  -0.058
C -2.7806 4.1838 -0.0573  -0.307
C -2.9864 4.5773 -1.3988  -0.054
C -4.0813 5.3265 -1.7709  -0.043
C -1.6857 3.3761 0.3044  -0.285
C -0.7275 2.6522 0.6130  -0.196
H -5.5486 5.6953 1.2628  0.114
H -3.5744 4.3694 1.9282  0.115
H -2.2519 4.2779 -2.1345  0.111
H -4.2179 5.6138 -2.8062  0.114


Here is CH8NPSi2 as an isolated structure in a non-equilibrium geometry from the OMol25 dataset. Energies are from ωB97M-V/def2-TZVPD.

Summary:
Total charge: 0
Energy above the lowest of the compared OMol25 structures with the same formula, charge and spin: 144.5 kJ/mol
LUMO: -0.47 eV
HOMO: -0.30964 hartree

Each line ends with the Löwdin charge.
CARTESIAN COORDINATES (ANGSTROEM)
C 0.3406 0.1811 0.4166  -0.757
N 0.2121 1.3394 -2.4955  -0.395
Si -1.5375 0.1434 0.3426  0.434
Si 1.2405 -1.2436 1.3377  0.529
P 0.9314 0.1274 -1.9165  0.791
H 0.6693 1.1684 0.5286  -0.065
H 0.4210 1.5815 -3.5197  0.007
H -1.6872 1.6809 0.3562  -0.070
H -2.1101 -0.0898 -0.9863  -0.119
H -2.5962 -0.5337 1.3524  -0.062
H 0.2342 -2.2533 1.4061  -0.089
H 1.4838 -0.7031 2.6325  -0.093
H 2.3982 -1.3984 0.5455  -0.110


Here is a 4-piece molecular cluster, C3H14O3S overall in a non-equilibrium geometry from the OMol25 dataset. Energies are from ωB97M-V/def2-TZVPD.

Summary:
Total charge: -1
Energy above the lowest of the compared OMol25 structures with the same formula, charge and spin: 87.0 kJ/mol
LUMO (alpha / beta): 3.00 / 3.21 eV
HOMO (alpha / beta): 0.03337 / -0.19742 hartree
Spin multiplicity: 2

Each line ends with the Löwdin spin population.
CARTESIAN COORDINATES (ANGSTROEM)
C -1.9833 2.7970 0.7285  0.036
C -1.1740 1.7348 1.4296  0.049
S -0.2765 0.7455 0.1920  0.207
C -0.2766 -0.9936 0.8096  0.138
H -2.5609 2.4126 -0.1252  0.012
H -1.4988 3.7129 0.4049  0.003
H -2.8587 3.0931 1.3216  0.002
H -1.5983 1.1833 2.2652  0.005
H -0.3850 2.2666 1.9850  0.007
H 0.6200 -1.3365 0.2901  0.059
H -0.1761 -1.0836 1.8886  0.014
H -1.2214 -1.4406 0.5106  0.027
H -6.0337 -1.8082 -2.2988  0.014
H -4.5003 -1.7991 -2.4459  0.035
O -5.2530 -2.3603 -2.2815  0.086
H 2.4503 0.1981 0.9443  0.025
H 3.7986 0.7009 0.6249  0.027
O 3.2837 0.4887 1.3849  0.069
H 4.7453 -2.7582 -2.2398  0.045
H 5.9243 -2.8056 -1.3080  0.023
O 5.5897 -2.3415 -2.0708  0.115


Here is a 2-piece molecular cluster, C4H12N2 overall in a non-equilibrium geometry from the OMol25 dataset. Energies are from ωB97M-V/def2-TZVPD.

Summary:
Total charge: 0
Energy above the lowest of the compared OMol25 structures with the same formula, charge and spin: 128.1 kJ/mol
LUMO: 1.07 eV
SMILES string: C=CC.NCN
HOMO: -0.33652 hartree

Each line ends with the Löwdin charge.
CARTESIAN COORDINATES (ANGSTROEM)
C 0.7911 4.3832 -2.9400  -0.127
C 0.4531 3.3604 -1.9021  -0.247
C -0.7107 2.7139 -1.8518  -0.019
H 0.9322 5.3594 -2.4653  0.068
H -0.0340 4.5356 -3.6449  0.071
H 1.6974 4.1743 -3.5101  0.070
H 1.2472 3.0663 -1.2285  0.087
H -0.7773 1.8763 -1.1658  0.048
H -1.5689 3.0251 -2.4156  0.049
N -0.4785 -4.8209 2.3151  -0.021
C 0.3577 -3.6219 2.1480  -0.375
N -0.2825 -2.3193 2.2444  -0.011
H -0.6486 -5.0417 3.2865  0.050
H -1.3908 -4.7568 1.8808  0.051
H 0.8857 -3.7477 1.2013  0.093
H 1.1185 -3.7283 2.9226  0.104
H -1.2348 -2.3957 1.9037  0.055
H -0.3567 -2.0623 3.2218  0.055


Here is one molecule with the formula C2ClF2N in a non-equilibrium geometry from the OMol25 dataset. Energies are from ωB97M-V/def2-TZVPD.

Summary:
Total charge: 0
Energy above the lowest of the compared OMol25 structures with the same formula, charge and spin: 83.8 kJ/mol
LUMO: -0.71 eV
SMILES string: N#CC(F)(F)Cl
HOMO: -0.45283 hartree

Each line ends with the Löwdin charge.
CARTESIAN COORDINATES (ANGSTROEM)
C -0.2862 0.2807 0.0255  -0.856
C 1.0038 -0.2150 -0.1483  -0.153
N 1.8037 -1.1117 -0.1676  0.227
F -0.1535 0.9897 1.1556  0.084
F -0.8237 1.1039 -0.9890  0.002
Cl -1.5441 -1.0475 0.1238  0.696


Here is one molecule with the formula C16H16N4O from the OMol25 dataset. Energies are from ωB97M-V/def2-TZVPD.

Summary:
Total charge: 0
Energy above the lowest of the compared OMol25 structures with the same formula, charge and spin: 0.0 kJ/mol
LUMO: 0.65 eV
SMILES string: O=C(NCCc1nc2ccccc2[nH]1)Nc1ccccc1
HOMO: -0.30532 hartree

Each line ends with the Löwdin charge.
CARTESIAN COORDINATES (ANGSTROEM)
O -0.9804 -1.9558 0.2070  0.055
C -1.7878 -1.0465 0.1986  -0.555
N -3.1076 -1.2907 -0.1031  0.132
C -4.2292 -0.4622 -0.0366  -0.248
C -4.3653 0.5379 0.9245  -0.042
C -5.5026 1.3253 0.9482  -0.083
C -6.5208 1.1228 0.0329  -0.098
C -6.4040 0.1085 -0.9033  -0.086
C -5.2702 -0.6795 -0.9390  -0.029
H -5.1815 -1.4720 -1.6682  0.111
H -7.1997 -0.0694 -1.6112  0.104
H -7.4045 1.7415 0.0568  0.100
H -5.5954 2.0969 1.6981  0.105
H -3.5998 0.6756 1.6722  0.109
H -3.2638 -2.2227 -0.4620  0.153
N -1.4580 0.2488 0.4780  0.058
H -2.0668 0.9746 0.1327  0.130
C -0.0621 0.5788 0.6449  -0.169
H 0.0153 1.5152 1.1991  0.128
H 0.3758 -0.2248 1.2420  0.118
C 0.6887 0.6850 -0.6974  -0.092
C 2.1491 0.5222 -0.4876  -0.348
N 3.0442 1.4612 -0.5546  0.165
C 4.2422 0.8559 -0.2612  -0.235
C 5.5259 1.3834 -0.1912  -0.022
C 6.5546 0.5236 0.1330  -0.105
C 6.3286 -0.8309 0.3840  -0.105
C 5.0620 -1.3772 0.3197  -0.030
C 4.0244 -0.5198 -0.0049  -0.196
N 2.6740 -0.6989 -0.1584  0.167
H 2.1524 -1.5545 -0.0553  0.165
H 4.8874 -2.4250 0.5139  0.106
H 7.1660 -1.4654 0.6344  0.097
H 7.5640 0.9029 0.1959  0.096
H 5.6988 2.4297 -0.3853  0.108
H 0.4979 1.6463 -1.1728  0.119
H 0.3346 -0.1179 -1.3495  0.119


Computed values of total energy (unit: eV) for the preceding records, in sequence: -111407.2943 -25344.8116 -130625.2209 -27697.1104 -20314.1655 -7321.7016 -21519.6976 -24861.3761.